Record 1
ORCA calculation (ωB97M-V/def2-TZVPD) on the ion C2H4O8S2 with charge -2 in a non-equilibrium geometry.

Summary:
- orbital gap (eV) = 8.1
- LUMO energy (eV) = 6.2
- E_tot (a.u.) = -1476.91294
- SMILES = O=S(=O)([O-])C(O)(CO)S(=O)(=O)[O-]
- ΔE to the lowest compared entry with this formula, charge and spin (kJ/mol) = 63.67
- total charge = -2
- 2S+1 = 1

Cartesian coordinates (Å):
O  0.207  -0.040  2.470
S  0.345  1.003  1.465
O  -0.743  2.050  1.614
O  1.662  1.651  1.349
C  -0.025  0.221  -0.103
O  0.642  1.351  -1.119
C  -1.501  0.042  -0.332
O  -1.834  -1.115  -1.152
S  1.035  -1.173  -0.583
O  2.340  -1.087  0.058
O  0.358  -2.390  -0.239
O  1.156  -1.027  -2.033
H  1.401  1.557  -0.564
H  -1.905  -0.207  0.709
H  -1.883  1.075  -0.515
H  -1.255  -1.909  -1.026

=====

Record 2
ORCA calculation (ωB97M-V/def2-TZVPD) on the ion C6H15N with charge -1 in a non-equilibrium geometry.

Summary:
- orbital gap (spin up / spin down) (eV) = 2.5 / 9.2
- LUMO energy (spin up / spin down) (eV) = 3.9 / 3.8
- E_tot (a.u.) = -292.28395
- ΔE to the lowest compared entry with this formula, charge and spin (kJ/mol) = 37.78
- ⟨S²⟩ = 0.750
- total charge = -1
- 2S+1 = 2

Cartesian coordinates (Å):
C  1.671  0.085  1.387
C  1.527  1.517  1.965
C  1.574  0.099  -0.131
N  0.242  0.366  -0.690
C  -0.769  -0.501  -0.061
C  -2.097  -0.460  -0.849
C  -1.983  -1.098  -2.205
H  0.995  -0.533  1.973
H  2.645  -0.338  1.675
H  2.348  2.164  1.672
H  1.393  1.465  3.052
H  0.557  1.920  1.655
H  2.298  0.876  -0.392
H  1.921  -0.801  -0.647
H  -0.021  1.315  -0.409
H  -0.293  -1.483  0.014
H  -1.025  -0.146  0.943
H  -2.335  0.602  -0.896
H  -2.772  -1.066  -0.244
H  -1.330  -0.650  -2.956
H  -1.616  -2.129  -2.109
H  -2.930  -1.203  -2.747

=====

Record 3
ORCA calculation (ωB97M-V/def2-TZVPD) on the molecule C3H7NOS in a non-equilibrium geometry.

Summary:
- orbital gap (eV) = 9.9
- LUMO energy (eV) = 0.8
- E_tot (a.u.) = -646.65650
- SMILES = N[C@H](C=O)CS
- ΔE to the lowest compared entry with this formula, charge and spin (kJ/mol) = 145.66
- 2S+1 = 1

Cartesian coordinates (Å):
N  -0.053  1.482  0.188
C  0.097  0.040  0.409
C  1.557  -0.340  0.802
O  1.846  -0.913  1.806
C  -0.521  -0.791  -0.740
S  -2.323  -0.961  -0.532
H  0.667  1.842  -0.427
H  -0.032  1.981  1.055
H  -0.461  -0.179  1.319
H  2.229  -0.131  -0.060
H  -0.393  -0.201  -1.644
H  -0.037  -1.761  -0.693
H  -2.575  -0.068  -1.482

=====

Record 4
ORCA calculation (ωB97M-V/def2-TZVPD) on a structure of composition C7H14N2 in a non-equilibrium geometry.

Summary:
- orbital gap (spin up / spin down) (eV) = 8.3 / 8.3
- LUMO energy (spin up / spin down) (eV) = -9.9 / -9.9
- E_tot (a.u.) = -383.77462
- ΔE to the lowest compared entry with this formula, charge and spin (kJ/mol) = 483.45
- total charge = +2
- 2S+1 = 1

Cartesian coordinates (Å):
C  -0.514  0.455  0.784
C  0.004  1.807  0.956
C  0.802  1.422  -0.394
C  0.883  -1.047  -0.755
C  0.989  -0.908  0.728
C  0.174  0.227  -1.106
C  -2.364  0.594  -0.909
N  -1.134  0.087  -0.336
N  0.821  -2.123  1.449
H  -0.602  2.671  0.750
H  0.745  2.009  1.687
H  0.923  2.263  -1.141
H  1.924  1.433  -0.239
H  1.868  -0.891  -1.261
H  0.497  -1.972  -1.002
H  1.855  -0.421  0.894
H  -0.057  0.397  -2.145
H  -2.557  1.644  -0.608
H  -3.202  0.074  -0.489
H  -2.252  0.535  -2.064
H  1.504  -2.746  0.913
H  -0.218  -2.435  1.318
H  1.002  -1.892  2.510

=====

Record 5
ORCA calculation (ωB97M-V/def2-TZVPD) on a cluster of 3 separate species, C2H4N2O in total in a non-equilibrium geometry.

Summary:
- orbital gap (eV) = 12.0
- LUMO energy (eV) = 0.8
- E_tot (a.u.) = -263.28366
- SMILES = [H][H].N=C=O.C#N
- ΔE to the lowest compared entry with this formula, charge and spin (kJ/mol) = 209.03
- 2S+1 = 1

Cartesian coordinates (Å):
H  -1.357  0.769  2.754
H  -1.406  0.490  2.062
N  1.155  -1.698  -1.309
C  1.317  -0.610  -0.840
O  1.351  0.449  -0.418
H  1.781  -2.414  -1.645
C  -0.989  1.025  -0.145
N  -1.284  0.885  -1.246
H  -0.569  1.103  0.786

=====

Record 6
ORCA calculation (ωB97M-V/def2-TZVPD) on a cluster of 2 separate species, C11H26BrCl2NO3PS in total in a non-equilibrium geometry.

Summary:
- orbital gap (eV) = 6.9
- LUMO energy (eV) = 2.5
- E_tot (a.u.) = -4948.95688
- total charge = -1
- 2S+1 = 1

Cartesian coordinates (Å):
C  4.603  -1.033  1.020
C  3.887  0.383  0.589
O  3.284  0.390  -0.752
C  2.091  -0.467  -0.837
C  0.699  0.227  -0.312
O  0.583  0.703  1.075
P  -1.104  1.108  1.458
C  -2.909  1.307  2.138
C  -3.943  1.991  1.065
C  -3.611  3.549  0.675
Br  -5.246  4.223  -0.341
O  -1.729  -0.004  0.222
C  -0.638  -0.696  -0.528
S  -1.127  -0.438  -2.328
C  -0.586  -2.312  -0.255
C  -1.695  -2.835  0.875
N  -3.056  -2.977  0.230
H  4.304  -1.232  2.158
H  4.219  -1.973  0.422
H  5.773  -1.024  0.969
H  3.172  0.714  1.455
H  4.763  1.194  0.560
H  2.209  -1.514  -0.329
H  1.928  -0.687  -1.999
H  0.550  1.226  -0.949
H  -1.103  2.291  0.628
H  -0.631  1.736  2.677
H  -1.029  -0.118  2.253
H  -2.938  1.845  3.200
H  -3.326  0.209  2.347
H  -5.046  1.993  1.520
H  -4.036  1.347  0.066
H  -3.446  4.262  1.589
H  -2.707  3.639  -0.098
H  -2.502  -0.785  -2.436
H  0.448  -2.725  0.106
H  -0.839  -2.881  -1.270
H  -1.672  -2.164  1.835
H  -1.320  -3.924  1.186
H  -3.723  -3.185  1.026
H  -3.321  -2.081  -0.237
C  4.205  0.129  -3.996
Cl  2.818  -0.748  -4.653
Cl  4.914  1.200  -5.211
H  3.876  0.728  -3.143
H  4.960  -0.591  -3.672

=====

> Which formula does entry 6 have?

C11H26BrCl2NO3PS